132
Properties=species:S:1:pos:R:3 method="wB97M-V/def2-TZVPD" mol_weight_g_mol=811.529 gap_ev=8.06 charge=+1 relative_energy_ev=0.000 spin_multiplicity=1
C -2.278 -3.069 1.373
H 9.650 1.316 -0.333
O -6.881 -3.747 4.860
H 0.296 3.973 0.716
H -2.900 -1.054 1.749
H 2.066 1.044 7.887
O -8.811 -5.600 6.108
H -0.580 -8.394 -0.444
H -2.365 1.005 -1.570
O 1.703 2.275 -9.033
H 2.195 2.636 1.426
H -0.510 2.766 3.481
O -11.753 -6.454 7.477
O 0.209 2.421 2.924
H 1.381 3.842 3.276
H -1.517 1.529 -0.425
H 2.083 6.256 -10.479
H 4.450 4.038 -4.015
H 2.493 1.216 -2.645
O 1.416 3.996 -6.578
O 0.612 -0.460 -4.011
C -0.956 -3.798 -0.422
H 1.864 -2.904 2.101
O 4.282 0.218 0.272
H 7.883 2.553 2.263
H -2.012 2.338 -7.270
H -0.245 1.951 2.215
H -1.118 -1.344 1.719
C 2.333 -2.796 1.130
C 3.033 2.392 0.780
H 6.670 1.803 1.758
H 1.216 -0.272 2.339
H 5.784 1.628 4.201
H 2.465 2.298 7.122
O 2.882 4.947 -1.490
C -2.087 -1.584 1.296
H 0.430 -1.085 -4.724
H -11.002 -6.201 6.926
H -0.014 0.191 -0.477
H 0.781 5.576 -8.091
H -6.189 -2.698 6.530
H -1.508 1.782 5.603
H 6.027 1.365 -0.947
O -6.575 -0.467 -2.356
H -7.337 -4.043 4.065
H -5.287 -1.509 6.828
C 1.504 -1.822 0.275
O -0.011 4.852 0.470
O 7.631 1.774 1.756
H -9.001 -4.816 5.578
H -1.038 0.465 -3.233
H 3.693 1.559 -3.512
H -3.615 -4.078 3.681
O 0.249 0.651 0.350
H 3.223 -4.691 0.962
H -6.918 -4.513 5.453
H 1.325 0.094 -4.359
H -0.767 1.785 -3.928
O -4.576 -2.304 -1.318
O 2.018 1.450 7.014
C 1.186 -4.929 0.446
H 3.026 0.802 -5.861
H 2.827 -3.948 -0.602
H 1.407 2.750 -8.246
H 2.669 7.158 -9.407
H 4.247 0.120 -0.695
H -0.715 -7.663 0.882
O -3.237 -3.486 1.874
C 2.492 -4.122 0.411
H 7.151 2.058 4.702
H -2.042 -1.277 0.247
H 1.473 -5.967 0.446
O -1.290 1.399 -3.218
H -1.937 3.366 -8.386
O 3.553 4.115 -4.362
H 2.737 4.310 3.805
H -5.317 -0.995 2.476
O -2.343 5.399 1.802
H 3.578 3.644 -5.204
O -5.987 -2.047 7.212
O -3.762 -4.118 4.634
H -11.733 -5.831 8.212
O 1.996 4.590 3.257
H -2.505 6.132 2.405
O 3.118 0.506 -6.772
H -2.485 -5.875 5.597
O -1.373 -3.956 0.939
H 2.943 1.292 -7.304
H 0.471 -2.145 0.326
H -0.773 -2.773 -0.722
O -1.654 -6.352 5.472
H -8.889 -5.289 7.019
H 1.616 2.913 -9.748
B 3.129 0.856 0.616
O -5.536 -0.303 3.110
O 2.419 6.243 -9.576
H -0.086 5.146 -9.256
H 9.811 1.518 -1.835
H -0.152 2.235 6.128
H -5.675 0.483 2.569
H 2.549 4.988 -2.397
H -0.005 -5.549 -1.265
H 3.154 5.851 -1.295
O -0.895 2.526 5.584
H -5.041 -3.106 -1.585
C 0.271 -4.651 -0.746
H 0.849 -4.084 -1.466
H 3.918 2.809 1.239
H -7.275 -1.128 -2.378
O 6.410 2.359 4.162
P 1.491 -0.164 0.967
H -1.511 -6.314 4.521
O 2.775 1.264 -3.564
H 0.445 3.996 -6.609
H -5.804 -0.937 -2.007
H 1.635 4.794 -6.083
O -0.123 5.625 -8.422
H 1.813 -1.812 -0.764
H -4.595 -3.648 4.768
H 7.383 1.795 -0.414
O 9.906 0.856 -1.141
H -1.509 5.620 1.359
H 3.312 -2.348 1.274
O -1.560 3.150 -7.527
H 2.806 2.885 -0.166
H -1.773 -4.139 -1.046
H 0.728 -4.748 1.411
O -0.057 -8.013 0.271
H 0.600 5.132 -0.221
O 6.651 2.095 -0.972
O -1.916 0.717 -0.760
H -4.469 -2.400 -0.365